Molecular formula: H15NaO8
Method: DFT, ωB97M-V with the def2-TZVPD basis set

Values from the calculation:
* energy above the lowest of the compared OMol25 structures with the same formula, charge and spin: 331.23 kJ/mol
* energy: -773.1405 a.u.
* Kohn-Sham gap: 5.546 eV
* charge: 0
* HOMO: -6.50 eV

Last column: Löwdin charge in e.
Positions of all 24 atoms, in Å:
1 Na -0.47 -0.12 0.69  0.738
2 O -2.39 -2.68 0.34  -0.558
3 H -2.55 -2.05 -0.39  -0.211
4 O -0.20 -3.87 -2.12  -0.073
5 H -0.34 -4.81 -2.28  0.023
6 H -0.81 -3.65 -1.41  -0.013
7 O 1.59 0.91 -2.07  -0.035
8 H 1.10 1.53 -2.62  0.037
9 H 1.83 1.41 -1.30  0.012
10 O -2.02 -0.82 -3.77  -0.054
11 H -1.51 -1.63 -3.79  0.026
12 H -2.21 -0.68 -2.84  0.014
13 O 2.49 2.60 1.51  -0.052
14 H 2.66 3.31 2.13  0.034
15 H 3.28 2.54 0.98  0.033
16 O -1.94 2.71 -0.06  -0.042
17 H -2.06 3.52 0.44  0.038
18 H -1.70 3.01 -0.93  0.036
19 O -1.17 1.33 3.59  -0.041
20 H -0.38 1.59 4.08  0.034
21 H -1.81 2.02 3.78  0.038
22 O 2.72 -1.99 1.65  -0.048
23 H 3.11 -1.35 2.24  0.023
24 H 2.77 -2.82 2.13  0.038

Molecular formula: H15O7
Method: DFT, ωB97M-V with the def2-TZVPD basis set

Values from the calculation:
* energy above the lowest of the compared OMol25 structures with the same formula, charge and spin: 291.71 kJ/mol
* energy: -535.3758 a.u.
* Kohn-Sham gap: 10.248 eV
* charge: +1
* HOMO: -13.69 eV

Last column: Löwdin charge in e.
Positions of all 22 atoms, in Å:
1 O 1.23 -0.35 -2.27  -0.020
2 H 1.30 -0.42 -3.20  0.048
3 H 0.27 -0.24 -2.10  0.029
4 O -1.27 0.77 1.93  0.084
5 H -1.13 -0.28 1.79  0.147
6 H -1.59 1.23 2.70  0.127
7 O -1.37 -0.53 -1.05  -0.064
8 H -2.02 -0.96 -1.57  0.090
9 H -1.01 0.50 -0.66  0.039
10 O -0.60 1.54 -0.14  0.008
11 H -1.02 1.47 1.01  0.089
12 H -0.94 2.30 -0.64  0.152
13 O 1.72 -1.33 1.33  -0.100
14 H 0.76 -1.57 1.27  -0.031
15 H 2.13 -2.03 1.85  0.039
16 O -0.84 -1.81 1.00  -0.205
17 H -1.27 -2.66 0.97  0.045
18 H -1.13 -1.22 -0.04  0.050
19 O 1.78 1.62 -0.58  0.165
20 H 2.29 1.21 0.14  0.145
21 H 2.06 1.12 -1.34  0.088
22 H 0.64 1.65 -0.38  0.078

Molecular formula: H16NO6
Method: DFT, ωB97M-V with the def2-TZVPD basis set

Values from the calculation:
* energy above the lowest of the compared OMol25 structures with the same formula, charge and spin: 378.14 kJ/mol
* energy: -515.4846 a.u.
* Kohn-Sham gap: 11.765 eV
* charge: +1
* HOMO: -14.68 eV

Last column: Löwdin charge in e.
Positions of all 23 atoms, in Å:
1 N 0.22 0.19 -0.02  0.292
2 H 1.31 0.40 0.13  0.202
3 H 0.03 0.35 1.03  0.145
4 H -0.18 -0.59 -0.13  -0.028
5 H -0.31 0.72 -0.73  0.133
6 O -2.37 1.45 0.90  -0.061
7 H -2.77 0.69 1.30  0.006
8 H -2.99 1.68 0.16  0.077
9 O 2.28 -1.66 -0.86  -0.021
10 H 2.26 -2.56 -0.68  0.007
11 H 3.21 -1.39 -0.97  0.072
12 O 1.35 1.99 2.26  -0.081
13 H 1.23 1.92 3.23  0.067
14 H 1.99 2.74 2.20  0.072
15 O 1.08 1.94 -2.68  -0.121
16 H 1.11 2.91 -2.65  0.030
17 H 0.56 2.10 -3.59  0.124
18 O -1.02 -2.03 -1.81  -0.047
19 H -0.17 -2.33 -2.04  -0.004
20 H -1.52 -2.89 -1.75  0.091
21 O -1.90 -1.62 1.92  0.025
22 H -1.22 -1.62 2.48  -0.030
23 H -2.16 -2.43 2.31  0.051

Molecular formula: H16NO6
Method: DFT, ωB97M-V with the def2-TZVPD basis set

Values from the calculation:
* energy above the lowest of the compared OMol25 structures with the same formula, charge and spin: 51.64 kJ/mol
* energy: -515.0207 a.u.
* spin multiplicity: 2
* Kohn-Sham gap (spin up / spin down): 12.454 / 2.445 eV
* ⟨S²⟩: 0.756
* charge: +2
* HOMO (spin up / spin down): -18.71 / -17.58 eV

Last column: Löwdin charge in e.
Positions of all 23 atoms, in Å:
1 N -0.22 -0.84 0.82  0.256
2 H -0.35 -1.39 1.66  0.138
3 H 0.72 -1.09 0.35  0.135
4 H -1.02 -1.00 0.15  0.111
5 H -0.05 0.13 0.97  0.060
6 H 1.71 -4.18 2.12  0.108
7 H 2.15 -3.70 0.86  0.090
8 O 1.42 -3.49 1.48  0.041
9 H -2.56 -0.09 -1.70  0.044
10 H -2.96 0.37 -0.18  0.117
11 O -2.39 -0.20 -0.73  0.051
12 H 0.80 0.30 -1.24  0.046
13 H 1.22 -0.81 -2.24  0.084
14 O 1.33 -0.49 -1.34  -0.030
15 H 1.10 1.88 2.10  0.070
16 H -0.45 2.53 2.05  0.110
17 O 0.13 1.77 2.09  0.106
18 H -3.43 0.86 -3.75  0.102
19 H -3.14 -0.61 -3.99  0.097
20 O -2.96 0.10 -3.35  -0.020
21 H 2.96 3.89 1.77  0.108
22 H 3.42 2.94 0.79  0.111
23 O 2.60 3.12 1.30  0.064

Molecular formula: H16O10V
Method: DFT, ωB97M-V with the def2-TZVPD basis set

Values from the calculation:
* energy above the lowest of the compared OMol25 structures with the same formula, charge and spin: 710.41 kJ/mol
* energy: -1705.5899 a.u.
* Kohn-Sham gap: 5.166 eV
* charge: +1
* HOMO: -13.08 eV

Last column: Löwdin charge in e.
Positions of all 27 atoms, in Å:
1 O -0.49 -0.74 -0.01  -0.189
2 V 0.44 -0.26 -1.24  1.344
3 O 0.84 -1.65 -1.94  -0.186
4 O 1.41 -1.50 6.19  -0.055
5 H 0.70 -1.07 5.72  0.022
6 H 1.03 -1.76 7.02  0.032
7 O 3.19 2.45 -4.45  -0.062
8 H 4.15 2.40 -4.48  0.032
9 H 2.97 3.17 -5.05  0.034
10 O -6.49 0.19 -1.78  -0.053
11 H -6.12 -0.20 -0.99  0.026
12 H -6.58 1.12 -1.56  0.029
13 O -2.43 1.19 -4.38  -0.062
14 H -2.14 1.18 -5.29  0.035
15 H -3.37 1.05 -4.43  0.037
16 O 1.93 -6.77 0.05  -0.050
17 H 1.71 -6.19 -0.67  0.021
18 H 2.87 -6.66 0.18  0.029
19 O 4.80 -0.11 0.45  -0.060
20 H 5.49 0.15 -0.17  0.032
21 H 5.19 -0.81 0.96  0.037
22 O 0.56 4.25 0.07  -0.062
23 H 0.92 4.68 0.85  0.036
24 H 0.06 4.93 -0.37  0.033
25 O -3.26 0.20 5.34  -0.054
26 H -3.50 1.10 5.13  0.027
27 H -3.88 -0.34 4.86  0.027

Molecular formula: H16O10V
Method: DFT, ωB97M-V with the def2-TZVPD basis set

Values from the calculation:
* energy above the lowest of the compared OMol25 structures with the same formula, charge and spin: 1.02 kJ/mol
* energy: -1705.8601 a.u.
* Kohn-Sham gap: 10.508 eV
* charge: +1
* HOMO: -13.42 eV

Last column: Löwdin charge in e.
Positions of all 27 atoms, in Å:
1 O -0.77 -1.82 0.08  -0.300
2 V 0.22 -0.64 -0.25  0.863
3 O 1.33 -1.19 -1.22  -0.308
4 O -0.87 0.70 1.35  -0.080
5 H -0.45 1.32 2.04  0.071
6 H -1.53 0.17 1.80  0.055
7 O -0.88 0.39 -1.45  -0.078
8 H -1.47 -0.21 -1.96  0.100
9 H -0.34 0.88 -2.09  0.031
10 O 1.20 -1.01 1.54  -0.054
11 H 0.47 -1.39 2.10  0.031
12 H 1.81 -1.70 1.45  0.067
13 O -1.28 -1.74 -3.44  0.038
14 H -0.63 -2.25 -3.14  -0.026
15 H -1.99 -2.27 -3.77  0.063
16 O 0.81 2.32 3.10  -0.076
17 H 1.57 2.00 3.69  0.116
18 H 0.88 3.30 3.19  0.081
19 O 1.24 1.36 -0.13  -0.035
20 H 2.08 1.43 -0.48  0.054
21 H 1.20 1.91 0.72  0.106
22 O -0.99 -1.76 2.71  -0.008
23 H -1.43 -2.58 2.61  0.076
24 H -0.85 -1.62 3.64  0.088
25 O 0.11 1.42 -3.67  0.004
26 H -0.02 0.80 -4.34  0.026
27 H 0.60 2.16 -4.08  0.095

Molecular formula: H16O8
Method: DFT, ωB97M-V with the def2-TZVPD basis set

Values from the calculation:
* energy above the lowest of the compared OMol25 structures with the same formula, charge and spin: 261.40 kJ/mol
* energy: -611.4831 a.u.
* SMILES string: O.O.O.O.O.O.O.O
* Kohn-Sham gap: 9.570 eV
* charge: 0
* HOMO: -10.15 eV

Last column: Löwdin charge in e.
Positions of all 24 atoms, in Å:
1 O -2.18 -0.31 -2.64  -0.044
2 H -2.81 0.34 -2.30  0.040
3 H -1.46 0.22 -3.00  0.054
4 O 0.81 0.03 2.97  -0.052
5 H 0.73 0.18 3.92  0.065
6 H 1.37 0.75 2.67  0.067
7 O 2.23 -1.74 -1.31  -0.078
8 H 1.56 -1.42 -0.68  -0.011
9 H 3.07 -1.59 -0.87  0.023
10 O -0.21 -2.41 -2.49  -0.059
11 H -0.56 -1.53 -2.36  -0.014
12 H -0.99 -2.97 -2.49  0.036
13 O 0.03 -0.35 0.34  -0.069
14 H -0.40 0.49 0.07  -0.005
15 H 0.04 -0.32 1.31  -0.004
16 O 0.15 -2.50 4.35  -0.051
17 H 0.92 -2.90 3.93  0.042
18 H 0.09 -1.63 3.95  -0.014
19 O -0.76 2.19 -0.12  -0.034
20 H -1.71 2.29 -0.06  0.093
21 H -0.42 2.60 0.69  0.089
22 O 0.04 3.58 -2.33  -0.078
23 H -0.33 2.98 -1.66  -0.023
24 H 0.77 4.03 -1.88  0.028

Molecular formula: H16O8
Method: DFT, ωB97M-V with the def2-TZVPD basis set

Values from the calculation:
* energy above the lowest of the compared OMol25 structures with the same formula, charge and spin: 290.16 kJ/mol
* energy: -611.4721 a.u.
* SMILES string: O.O.O.O.O.O.O.O
* Kohn-Sham gap: 11.220 eV
* charge: 0
* HOMO: -11.14 eV

Last column: Löwdin charge in e.
Positions of all 24 atoms, in Å:
1 O -0.59 0.03 -0.04  -0.049
2 H -1.32 0.65 0.08  0.004
3 H 0.12 0.40 0.50  0.038
4 O -3.86 0.65 -1.08  -0.054
5 H -3.71 -0.21 -0.68  0.019
6 H -4.74 0.90 -0.79  0.041
7 O 3.71 -2.15 -0.41  -0.051
8 H 2.82 -2.31 -0.76  0.008
9 H 3.59 -1.40 0.19  0.017
10 O 4.66 -0.05 2.12  -0.054
11 H 5.21 0.25 2.86  0.039
12 H 3.82 -0.26 2.53  0.034
13 O -3.39 -3.21 0.07  -0.056
14 H -3.39 -2.46 0.67  0.024
15 H -2.61 -3.08 -0.48  0.035
16 O 1.04 4.01 -0.91  -0.064
17 H 1.70 3.84 -0.22  0.031
18 H 1.56 4.12 -1.71  0.034
19 O 2.06 -0.79 -2.23  -0.059
20 H 1.56 -0.58 -3.02  0.046
21 H 2.21 -1.74 -2.30  0.021
22 O -3.52 0.77 2.03  -0.055
23 H -4.14 1.51 2.10  0.043
24 H -2.82 1.12 1.47  0.010

Molecular formula: H16O8
Method: DFT, ωB97M-V with the def2-TZVPD basis set

Values from the calculation:
* energy above the lowest of the compared OMol25 structures with the same formula, charge and spin: 262.12 kJ/mol
* energy: -611.4828 a.u.
* SMILES string: O.O.O.O.O.O.O.O
* Kohn-Sham gap: 11.062 eV
* charge: 0
* HOMO: -11.33 eV

Last column: Löwdin charge in e.
Positions of all 24 atoms, in Å:
1 O 24.51 14.88 8.32  -0.052
2 H 24.97 14.04 8.37  0.026
3 H 23.79 14.72 7.71  0.026
4 O 23.30 14.31 3.68  -0.053
5 H 22.39 14.02 3.64  0.028
6 H 23.76 13.61 4.14  0.010
7 O 27.00 8.85 3.68  -0.047
8 H 27.09 8.00 4.12  0.037
9 H 27.63 9.42 4.11  0.036
10 O 24.03 11.00 5.37  -0.046
11 H 24.55 10.42 4.81  0.020
12 H 23.28 10.46 5.64  0.024
13 O 28.31 11.61 0.80  -0.048
14 H 27.83 11.33 1.57  0.018
15 H 28.81 10.84 0.54  0.028
16 O 19.51 9.43 8.92  -0.052
17 H 20.14 9.37 8.20  0.021
18 H 20.03 9.30 9.71  0.028
19 O 21.67 7.68 5.49  -0.052
20 H 21.15 7.24 4.83  0.034
21 H 22.47 7.17 5.57  0.028
22 O 25.13 7.08 0.91  -0.052
23 H 25.65 7.21 0.12  0.031
24 H 25.55 7.64 1.56  0.007

Molecular formula: H16O8
Method: DFT, ωB97M-V with the def2-TZVPD basis set

Values from the calculation:
* energy above the lowest of the compared OMol25 structures with the same formula, charge and spin: 229.60 kJ/mol
* energy: -611.4952 a.u.
* SMILES string: O.O.O.O.O.O.O.O
* Kohn-Sham gap: 10.047 eV
* charge: 0
* HOMO: -10.12 eV

Last column: Löwdin charge in e.
Positions of all 24 atoms, in Å:
1 O 45.85 0.13 3.36  -0.071
2 H 46.48 0.84 3.15  -0.012
3 H 45.69 -0.30 2.51  0.039
4 O 43.26 4.28 2.15  -0.099
5 H 42.69 4.38 1.37  -0.011
6 H 43.53 3.35 2.13  -0.008
7 O 43.06 -0.32 3.27  -0.077
8 H 44.00 -0.20 3.50  -0.011
9 H 42.87 0.39 2.66  0.008
10 O 47.29 0.93 0.83  -0.043
11 H 47.34 1.87 0.96  0.010
12 H 48.18 0.61 1.02  0.058
13 O 47.42 2.46 3.19  -0.038
14 H 48.17 2.58 3.79  0.073
15 H 47.46 3.21 2.59  0.060
16 O 44.24 1.98 0.89  -0.034
17 H 44.02 1.84 -0.04  0.028
18 H 45.18 2.15 0.89  0.028
19 O 44.01 0.80 -2.16  -0.050
20 H 43.34 0.26 -1.72  0.043
21 H 43.67 0.94 -3.05  0.043
22 O 41.15 3.70 0.37  -0.044
23 H 41.12 2.94 -0.22  0.046
24 H 40.34 3.63 0.89  0.060

Molecular formula: H16O8
Method: DFT, ωB97M-V with the def2-TZVPD basis set

Values from the calculation:
* energy above the lowest of the compared OMol25 structures with the same formula, charge and spin: 302.80 kJ/mol
* energy: -611.4673 a.u.
* SMILES string: O.O.O.O.O.O.O.O
* Kohn-Sham gap: 10.944 eV
* charge: 0
* HOMO: -11.11 eV

Last column: Löwdin charge in e.
Positions of all 24 atoms, in Å:
1 O -0.60 0.13 0.47  -0.044
2 H -1.09 0.93 0.24  0.019
3 H -1.28 -0.49 0.77  0.031
4 O -0.62 3.18 -0.27  -0.044
5 H 0.19 2.69 -0.46  0.021
6 H -0.91 2.82 0.57  0.027
7 O -2.32 -2.14 -0.86  -0.049
8 H -1.78 -2.50 -0.15  0.029
9 H -3.21 -2.46 -0.66  0.041
10 O 2.89 3.05 -0.93  -0.043
11 H 3.06 2.11 -0.82  0.008
12 H 3.64 3.38 -1.43  0.046
13 O 1.42 -1.54 1.98  -0.078
14 H 0.88 -2.29 2.26  0.035
15 H 0.82 -1.00 1.45  -0.020
16 O 1.47 -2.96 -1.73  -0.056
17 H 1.88 -3.70 -1.27  0.036
18 H 1.39 -2.27 -1.07  0.013
19 O 2.96 -0.10 0.75  -0.045
20 H 3.28 -0.27 -0.15  0.045
21 H 2.69 0.83 0.73  0.028
22 O -5.04 1.23 0.10  -0.055
23 H -4.27 0.76 -0.23  0.021
24 H -5.45 0.62 0.73  0.033

Molecular formula: H16O8
Method: DFT, ωB97M-V with the def2-TZVPD basis set

Values from the calculation:
* energy above the lowest of the compared OMol25 structures with the same formula, charge and spin: 487.66 kJ/mol
* energy: -611.3969 a.u.
* SMILES string: O.O.O.O.O.O.O.O
* Kohn-Sham gap: 10.704 eV
* charge: 0
* HOMO: -10.71 eV

Last column: Löwdin charge in e.
Positions of all 24 atoms, in Å:
1 O -0.89 -1.07 1.50  -0.071
2 H 0.05 -0.77 1.41  0.038
3 H -1.29 -1.27 0.66  0.019
4 O 1.96 -1.58 -2.19  -0.091
5 H 2.14 -1.13 -3.00  0.011
6 H 2.83 -1.75 -1.66  0.088
7 O 3.40 1.72 1.66  -0.080
8 H 2.53 1.30 1.84  0.064
9 H 3.77 1.92 2.47  -0.002
10 O 2.66 1.41 -0.15  -0.103
11 H 3.01 0.53 -0.29  0.033
12 H 1.77 1.35 -0.57  0.075
13 O -2.87 1.41 1.58  -0.052
14 H -2.32 1.95 0.95  0.066
15 H -2.71 1.91 2.33  -0.010
16 O -1.02 0.60 -2.61  -0.082
17 H -1.66 0.11 -2.13  -0.014
18 H -1.30 0.66 -3.61  0.101
19 O 1.40 -2.92 1.88  -0.049
20 H 2.16 -2.39 1.92  -0.012
21 H 1.73 -3.84 1.66  0.077
22 O -4.87 0.40 -1.57  -0.077
23 H -3.90 0.55 -1.87  0.060
24 H -5.00 0.97 -0.83  0.009

Question: Look up the energy above the lowest of the compared OMol25 structures with the same formula, charge and spin of the eighth one.
Answer: 290.16 kJ/mol